Entry from OMol25: a cluster of 5 separate species, C40H89BFN5O12 in total in a non-equilibrium geometry (ωB97M-V/def2-TZVPD).

Element x y z (Å)
C (-1.962, 1.015, -1.666)
C (-0.958, 0.197, -1.335)
C (-0.593, -1.130, -1.966)
C (0.251, -1.989, -1.016)
C (1.398, -1.346, -0.215)
C (2.526, -0.665, -1.010)
C (2.392, 0.841, -1.235)
C (2.361, 1.672, 0.069)
C (1.424, 2.868, -0.043)
C (1.512, 3.852, 1.125)
C (0.304, 4.822, 1.146)
C (-1.968, -1.845, -2.194)
O (-2.528, -2.549, -1.403)
N (-2.481, -1.512, -3.455)
C (-1.466, -0.788, -4.241)
B (-1.837, 0.656, -4.798)
O (-0.876, 1.628, -4.931)
O (-3.096, 0.889, -5.303)
C (-4.024, 1.727, -4.608)
C (-3.682, 3.207, -4.686)
C (-0.189, -1.030, -3.436)
O (0.938, -0.309, -3.762)
F (0.143, -2.384, -3.766)
H (-1.865, 2.060, -1.390)
H (-2.892, 0.686, -2.110)
H (-0.340, 0.515, -0.502)
H (0.645, -2.864, -1.530)
H (-0.466, -2.365, -0.281)
H (1.861, -2.175, 0.329)
H (1.024, -0.676, 0.564)
H (3.456, -0.806, -0.447)
H (2.655, -1.209, -1.948)
H (3.265, 1.164, -1.810)
H (1.521, 1.093, -1.841)
H (2.128, 1.054, 0.940)
H (3.366, 2.089, 0.194)
H (1.712, 3.411, -0.952)
H (0.376, 2.576, -0.177)
H (1.521, 3.308, 2.071)
H (2.404, 4.467, 1.006)
H (-0.370, 4.628, 0.306)
H (0.611, 5.864, 1.061)
H (-0.297, 4.699, 2.048)
H (-3.366, -1.022, -3.386)
H (-1.278, -1.364, -5.160)
H (-0.300, 1.701, -4.163)
H (-4.986, 1.565, -5.098)
H (-4.166, 1.406, -3.578)
H (-4.578, 3.812, -4.536)
H (-3.268, 3.445, -5.667)
H (-2.943, 3.500, -3.937)
H (1.479, -0.868, -4.332)
C (3.553, -2.030, 3.608)
O (2.269, -2.494, 3.968)
C (2.160, -2.967, 5.305)
C (1.230, -2.068, 6.087)
N (1.836, -0.761, 6.297)
C (0.931, 0.248, 6.835)
C (-0.235, 0.689, 5.956)
O (0.156, 1.385, 4.786)
C (0.426, 0.584, 3.651)
H (3.503, -1.748, 2.556)
H (3.846, -1.147, 4.187)
H (4.316, -2.805, 3.732)
H (3.139, -3.034, 5.788)
H (1.737, -3.974, 5.267)
H (1.009, -2.523, 7.058)
H (0.289, -2.005, 5.521)
H (2.198, -0.426, 5.414)
H (1.528, 1.136, 7.058)
H (0.532, -0.113, 7.788)
H (-0.832, 1.397, 6.537)
H (-0.900, -0.144, 5.698)
H (-0.186, -0.322, 3.640)
H (1.481, 0.301, 3.588)
H (0.187, 1.177, 2.766)
C (8.620, 4.817, -3.300)
O (7.796, 5.879, -3.736)
C (7.255, 5.703, -5.039)
C (5.751, 5.564, -4.980)
N (5.369, 4.303, -4.359)
C (3.945, 4.175, -4.077)
C (3.338, 5.115, -3.043)
O (3.813, 4.902, -1.727)
C (4.987, 5.608, -1.371)
H (9.036, 5.105, -2.337)
H (8.058, 3.885, -3.176)
H (9.443, 4.641, -3.999)
H (7.703, 4.835, -5.532)
H (7.507, 6.591, -5.626)
H (5.348, 5.597, -5.996)
H (5.361, 6.436, -4.435)
H (5.883, 4.200, -3.493)
H (3.773, 3.152, -3.730)
H (3.392, 4.287, -5.015)
H (2.264, 4.910, -3.010)
H (3.446, 6.171, -3.319)
H (5.055, 6.567, -1.891)
H (5.892, 5.029, -1.572)
H (4.945, 5.795, -0.298)
C (-7.762, 5.436, -1.556)
O (-8.342, 4.373, -0.828)
C (-9.563, 3.887, -1.374)
C (-9.401, 2.464, -1.858)
N (-8.540, 2.412, -3.032)
C (-8.160, 1.067, -3.447)
C (-7.286, 0.254, -2.500)
O (-5.984, 0.787, -2.330)
C (-5.837, 1.746, -1.298)
H (-6.890, 5.772, -0.998)
H (-7.441, 5.122, -2.556)
H (-8.458, 6.275, -1.656)
H (-9.911, 4.534, -2.184)
H (-10.314, 3.909, -0.579)
H (-10.383, 2.060, -2.119)
H (-9.005, 1.874, -1.019)
H (-7.699, 2.942, -2.838)
H (-7.622, 1.160, -4.394)
H (-9.070, 0.496, -3.655)
H (-7.151, -0.735, -2.945)
H (-7.760, 0.096, -1.524)
H (-6.517, 1.570, -0.462)
H (-5.981, 2.766, -1.667)
H (-4.813, 1.666, -0.930)
C (2.929, -6.519, 3.547)
O (2.270, -6.814, 4.765)
C (0.854, -6.677, 4.701)
C (0.178, -8.018, 4.873)
N (0.408, -8.869, 3.713)
C (-0.035, -10.249, 3.877)
C (0.678, -11.105, 4.916)
O (2.031, -11.376, 4.607)
C (2.968, -10.419, 5.061)
H (4.001, -6.571, 3.727)
H (2.665, -7.245, 2.771)
H (2.678, -5.512, 3.196)
H (0.546, -6.201, 3.765)
H (0.553, -6.023, 5.526)
H (-0.898, -7.864, 4.993)
H (0.563, -8.464, 5.801)
H (1.397, -8.869, 3.502)
H (0.079, -10.743, 2.909)
H (-1.106, -10.244, 4.106)
H (0.176, -12.076, 4.938)
H (0.595, -10.687, 5.927)
H (2.640, -9.942, 5.989)
H (3.160, -9.644, 4.313)
H (3.906, -10.941, 5.250)

Atoms 1-3, force components in eV/Å:
C 0.349 -0.033 0.418
C -0.050 0.305 -0.284
C -1.168 -0.657 0.718

The total energy comes out at -78333.95881 eV. The HOMO-LUMO gap is 9.1 eV. As for the LUMO energy: 0.5049 eV.


Entry from OMol25: a structure of composition C2H2O2Yb in a non-equilibrium geometry (ωB97M-V/def2-TZVPD).

Element x y z (Å)
O (1.749, -0.454, -1.731)
C (1.095, -0.266, -0.556)
C (-0.064, 0.428, -0.613)
O (-1.133, 0.228, 0.224)
Yb (0.173, -0.341, 1.830)
H (-0.211, 0.673, -1.896)
H (1.097, 0.041, -2.515)

Atoms 1-3, force components in eV/Å:
O -1.262 1.788 -2.207
C -0.401 -0.148 0.948
C -0.668 -1.110 -3.031

The energy relative to the best compared isomer or geometry (same formula, charge and spin) is 74.8 kcal/mol. The total energy comes out at -37725.71774 eV. The HOMO-LUMO gap is 4.6 eV. As for the LUMO energy: -1.5516 eV.


Entry from OMol25: the molecule C2H6N4S in a non-equilibrium geometry (ωB97M-V/def2-TZVPD).

Element x y z (Å)
C (-0.968, -1.083, 0.560)
C (2.019, 0.446, -0.069)
H (-1.935, 0.419, -1.137)
H (-2.767, 1.375, -0.063)
H (-0.949, -1.934, 1.293)
H (0.503, 1.193, -1.043)
H (2.291, 1.532, -0.292)
H (2.260, -1.293, 1.002)
N (-1.960, 0.792, -0.120)
N (-1.886, -0.213, 0.823)
N (0.921, 0.220, -0.909)
N (2.540, -0.299, 0.881)
S (-0.071, -1.154, -0.926)

Atoms 1-3, force components in eV/Å:
C -1.676 -0.760 1.894
C 0.313 -1.620 2.504
H 0.323 0.546 2.025

The energy relative to the best compared isomer or geometry (same formula, charge and spin) is 61.4 kcal/mol. The total energy comes out at -18964.38176 eV. The HOMO-LUMO gap is 9.6 eV. As for the LUMO energy: 0.3830 eV.


Entry from OMol25: a cluster of 2 separate species, C4H11N3O2 in total in a non-equilibrium geometry (ωB97M-V/def2-TZVPD).

Element x y z (Å)
C (3.205, 2.283, -1.980)
C (2.514, 1.529, -0.924)
O (1.183, 1.743, -0.817)
O (3.044, 0.782, -0.148)
H (2.828, 3.298, -2.047)
H (3.272, 1.959, -3.037)
H (4.193, 2.435, -1.598)
C (-0.189, -1.738, 0.430)
C (-2.577, -1.138, 0.821)
N (-2.857, -0.777, -0.361)
N (-1.490, -2.124, 1.048)
N (-3.135, -0.829, 2.035)
H (-2.230, -1.212, -1.027)
H (0.864, 2.567, -1.215)
H (-1.407, -2.502, 1.970)
H (-3.342, -1.527, 2.723)
H (-3.719, -0.010, 2.186)
H (0.183, -2.408, -0.316)
H (0.495, -1.646, 1.312)
H (-0.302, -0.757, -0.011)

Atoms 1-3, force components in eV/Å:
C 0.899 1.440 -0.999
C -0.689 -0.713 0.450
O -0.636 0.062 0.356

The energy relative to the best compared isomer or geometry (same formula, charge and spin) is 41.7 kcal/mol. The total energy comes out at -12891.02026 eV. The HOMO-LUMO gap is 9.3 eV. As for the LUMO energy: 0.5699 eV.


Question: LUMO of number 2 (C2H2O2Yb)?
Answer: -1.5516 eV